1.
Entry from OMol25: 13 unconnected molecules or ions with the total composition C32H53BrN13OP in a non-equilibrium geometry (ωB97M-V with the def2-TZVPD basis set).

Calculated values
- LUMO (Ha) = -0.006
- E_tot (hartree) = -4952.68861
- max |F| (eV/A) = 14.4
- Kohn-Sham gap (Eh) = 0.204

Structure (XYZ):
```
101
Properties=species:S:1:pos:R:3:forces:R:3:lowdin_charge:R:1
C 2.3952 0.7187 -0.1161 1.7 -1.4 -2.4 -0.047
C 3.2890 0.0276 -1.1078 -2.3 1.9 2.7 -0.178
C 3.2199 -1.5963 -1.3232 1.5 0.6 -0.3 -0.398
P 1.6971 -2.2039 -2.3265 -0.2 0.0 2.8 0.443
Br 2.7733 -1.9463 -4.3431 0.6 0.0 -1.1 0.225
C 0.7842 -2.5068 -0.6752 -1.3 -1.2 1.2 -0.372
C -0.8475 -2.6526 -0.8026 -0.4 0.3 0.9 -0.392
C -1.6184 -1.2964 -1.3239 0.3 0.2 -0.6 -0.091
O -1.3446 -2.8874 0.5939 1.2 1.8 -0.4 -0.176
H 1.2284 0.4780 -0.0859 2.9 -0.1 0.7 0.044
H 2.8190 1.5588 0.6115 -1.2 -1.3 -2.5 0.064
H 4.0630 0.7335 -1.6734 -1.1 -2.2 1.8 0.112
H 3.2228 -2.1225 -0.2522 -0.1 1.3 -2.5 0.102
H 4.1945 -1.9142 -1.9183 -2.1 0.7 1.3 0.070
H 1.6239 -3.6262 -2.5895 0.0 1.0 -0.2 0.001
H 0.7608 -1.2074 -2.7834 0.5 -0.7 0.2 0.005
H 1.1748 -3.5590 -0.2683 -0.8 2.1 -0.8 0.110
H 1.0765 -1.7267 0.1632 -0.9 -1.3 -1.7 0.078
H -1.1847 -3.6280 -1.4022 0.9 2.2 1.2 0.152
H -2.5422 -1.0235 -0.6354 2.1 -0.8 -1.3 0.088
H -2.0318 -1.4173 -2.4369 1.1 0.3 2.4 0.062
H -0.8403 -0.3929 -1.2783 -1.8 -1.8 -0.2 0.072
H -1.0597 -2.0475 1.1010 -0.7 -1.9 -1.2 0.108
C 0.2232 3.5888 2.5834 -0.6 -1.0 -0.5 -0.086
C -0.5373 2.4048 2.0086 -4.1 -6.4 -3.2 -0.211
N -1.1682 1.4226 1.5318 5.0 7.7 3.8 0.078
H -0.0094 3.7010 3.6459 0.0 0.0 -0.3 0.033
H 1.2993 3.4316 2.4691 -0.2 -0.1 0.0 0.069
H -0.0607 4.5047 2.0580 -0.1 -0.2 0.1 0.068
C -1.7544 -4.6260 3.2470 0.6 -0.8 0.8 -0.101
C -1.1463 -5.5404 4.2981 3.3 -5.0 5.7 -0.211
N -0.6419 -6.2988 5.1701 -4.1 6.0 -7.0 0.084
H -2.4964 -5.1744 2.6602 0.1 0.0 0.2 0.077
H -2.2412 -3.7744 3.7303 0.1 -0.2 0.0 0.079
H -0.9730 -4.2566 2.5772 -0.1 -0.1 0.2 0.033
C 1.4206 -4.7997 7.0412 0.1 0.9 1.0 -0.109
C 1.5272 -3.6690 8.0516 0.6 6.1 5.4 -0.204
N 1.6157 -2.7311 8.8897 -0.7 -7.3 -6.7 0.066
H 0.4758 -4.7244 6.4959 0.2 0.0 0.2 0.018
H 2.2484 -4.7426 6.3291 -0.2 0.1 0.2 0.067
H 1.4591 -5.7639 7.5554 0.0 0.2 0.0 0.078
C -4.9174 3.0194 0.9701 0.9 0.8 0.2 -0.074
C -3.8422 4.0535 1.2617 5.9 5.6 1.6 -0.204
N -2.9502 4.9114 1.5037 -7.1 -6.8 -2.0 0.090
H -5.8317 3.5166 0.6346 0.2 0.0 0.0 0.055
H -4.5755 2.3367 0.1873 0.1 0.2 0.1 0.077
H -5.1361 2.4440 1.8738 0.2 0.2 -0.1 0.076
C -0.6324 -4.7403 -4.9690 -1.3 1.4 0.7 -0.107
C -1.4899 -3.4988 -4.7851 3.2 0.5 -0.3 -0.171
N -2.2013 -2.4689 -4.6325 4.4 -1.4 -0.2 -0.034
H 0.2965 -4.6393 -4.4010 0.1 -0.2 -0.2 0.024
H -1.1726 -5.6224 -4.6143 0.1 -0.3 -0.1 0.051
H -0.3902 -4.8727 -6.0270 -0.1 0.2 0.1 0.076
C -5.3729 6.9043 -1.2391 -0.8 -0.9 -0.2 -0.080
C -6.4010 5.8066 -1.4599 -5.6 -6.0 -1.2 -0.212
N -7.2538 4.8960 -1.6429 6.8 7.2 1.5 0.080
H -5.3782 7.5958 -2.0862 -0.1 -0.2 0.1 0.075
H -5.6087 7.4578 -0.3260 0.0 -0.2 -0.1 0.078
H -4.3754 6.4669 -1.1428 -0.2 0.0 0.0 0.068
C 2.9709 1.0110 -6.3740 0.9 1.0 0.2 -0.108
C 4.0462 2.0452 -6.0824 5.8 5.7 1.6 -0.180
N 4.9381 2.9030 -5.8404 -7.2 -6.9 -1.9 0.091
H 2.0567 1.5083 -6.7095 0.2 0.1 0.1 0.075
H 3.3129 0.3283 -7.1568 0.0 0.1 0.2 0.063
H 2.7522 0.4357 -5.4703 0.1 0.1 -0.2 -0.030
C -5.7994 -4.1211 -3.4614 1.2 0.1 -0.4 -0.063
C -4.5226 -3.5503 -4.0567 5.7 2.8 -2.4 0.016
N -3.4634 -3.0767 -4.5506 -13.7 -3.3 3.0 0.009
H -5.7505 -5.2134 -3.4523 0.0 0.1 0.0 0.076
H -5.9260 -3.7617 -2.4365 0.2 0.0 -0.1 0.079
H -6.6610 -3.8082 -4.0575 0.2 0.0 0.0 0.075
C -1.3913 4.3200 7.0369 0.6 0.7 -0.9 -0.092
C -0.7107 5.1362 5.9501 3.7 4.5 -5.9 -0.197
N -0.1461 5.8133 5.0485 -4.5 -5.4 7.2 0.091
H -1.8866 3.4509 6.5954 0.1 0.2 0.0 0.077
H -0.6506 3.9765 7.7642 -0.1 0.2 -0.2 0.034
H -2.1376 4.9322 7.5506 0.2 -0.1 -0.1 0.079
C 0.7340 -0.6319 -9.6248 0.5 -0.7 0.9 -0.079
C 1.3420 -1.5462 -8.5737 3.3 -5.0 5.7 -0.204
N 1.8465 -2.3047 -7.7017 -4.0 6.1 -7.0 0.093
H -0.0080 -1.1803 -10.2116 0.2 0.0 0.2 0.075
H 0.2472 0.2197 -9.1415 0.1 -0.2 0.0 0.073
H 1.5153 -0.2625 -10.2945 -0.1 -0.1 0.2 0.076
C 0.3454 0.8422 9.6754 -0.7 1.0 0.2 -0.078
C -0.5121 2.0838 9.8594 -4.7 6.7 1.0 -0.193
N -1.2235 3.1137 10.0119 5.7 -8.2 -1.2 0.093
H 1.2743 0.9433 10.2434 -0.2 0.1 -0.1 0.080
H -0.1947 -0.0398 10.0301 0.0 0.2 -0.1 0.076
H 0.5877 0.7099 8.6174 -0.1 0.1 0.2 0.067
C 2.4116 -1.2506 5.1874 -0.6 -0.9 -0.5 -0.062
C 1.6510 -2.4346 4.6126 -4.2 -6.4 -3.2 -0.165
N 1.0201 -3.4168 4.1358 5.1 8.0 3.8 0.136
H 2.1789 -1.1384 6.2499 0.0 -0.2 -0.1 0.058
H 3.4877 -1.4078 5.0731 -0.2 -0.1 0.0 0.082
H 2.1277 -0.3347 4.6620 0.0 -0.2 0.0 0.074
C 7.3087 5.2861 -5.9013 0.6 0.6 -1.0 -0.100
C 7.9893 6.1023 -6.9881 3.8 4.5 -5.9 -0.217
N 8.5539 6.7794 -7.8897 -4.5 -5.4 7.2 0.069
H 6.8134 4.4169 -6.3428 0.1 0.2 0.1 0.027
H 8.0494 4.9426 -5.1739 0.0 0.1 -0.2 0.074
H 6.5624 5.8983 -5.3876 0.1 -0.1 -0.2 0.074
```
Positions in Å, forces in eV/Å.



2.
Entry from OMol25: a molecular structure, C23H27BeN5OS3 in a non-equilibrium geometry (ωB97M-V with the def2-TZVPD basis set).

Calculated values
- LUMO (Ha) = -0.011
- energy above the lowest of the compared OMol25 structures with the same formula, charge and spin (kcal per mole) = 0.0
- E_tot (hartree) = -2451.01594
- max |F| (eV/A) = 4.7
- Kohn-Sham gap (Eh) = 0.219

Structure (XYZ):
```
60
Properties=species:S:1:pos:R:3:forces:R:3:lowdin_charge:R:1
Be -15.6856 1.2434 13.4972 -0.2 0.3 -0.1 -0.222
C -19.7663 0.3299 13.2969 1.4 -1.3 -0.1 -0.138
C -18.3267 0.8229 13.4718 -1.0 3.9 2.3 -0.770
S -17.0087 -0.0666 12.8276 0.9 -0.3 -0.2 0.691
C -18.1462 2.0656 14.1522 -2.2 -3.4 -1.4 -0.775
C -19.3916 2.8248 14.6160 1.1 0.3 0.0 -0.136
S -16.5959 2.7367 14.4956 0.9 -0.1 -0.3 0.671
H -19.6831 -0.7302 13.0033 -0.3 0.3 0.1 0.061
H -20.2582 0.8515 12.4943 -0.4 0.3 -0.3 0.072
H -20.3490 0.3798 14.2182 0.1 0.0 -0.2 0.063
H -20.2900 2.2129 14.7015 0.3 0.2 0.0 0.052
H -19.5813 3.6596 13.9354 -0.2 -0.1 -0.1 0.075
H -19.1645 3.2932 15.5707 -0.2 0.0 0.3 0.055
C -8.7760 0.6940 15.9939 0.1 0.0 -0.2 -0.045
C -10.2288 0.3552 16.0379 -0.8 0.1 0.4 -0.286
C -10.6717 -0.9480 15.8509 0.1 -0.2 0.0 -0.037
C -12.0293 -1.2717 15.8569 0.0 -0.1 -0.1 -0.061
C -12.9744 -0.2801 16.0590 1.0 0.5 0.3 -0.421
C -12.5476 1.0319 16.3349 -0.2 -0.5 -0.1 -0.081
C -11.1994 1.3312 16.3338 0.4 -0.1 -0.3 -0.057
S -14.6896 -0.6296 15.8450 -0.9 -1.4 0.1 0.872
C -15.1904 -0.5859 17.6212 0.4 -0.2 -0.7 -0.194
O -14.8017 -2.0543 15.3517 0.3 1.2 0.6 -0.520
H -8.1773 -0.2108 16.0564 0.1 0.0 -0.1 0.081
H -8.4884 1.3471 16.8074 0.0 0.1 0.3 0.082
H -8.5181 1.2191 15.0714 0.1 -0.1 -0.1 0.068
H -9.9234 -1.7307 15.7153 -0.3 0.1 -0.1 0.117
H -12.3782 -2.2910 15.6982 0.1 0.2 -0.1 0.115
H -13.2744 1.8004 16.5757 0.0 0.0 -0.1 0.115
H -10.8739 2.3460 16.5430 0.0 0.0 0.1 0.117
H -14.6854 -1.3630 18.1953 0.1 0.1 -0.2 0.064
H -16.2546 -0.7535 17.6363 -0.4 0.0 -0.1 0.047
H -14.9594 0.4069 17.9877 0.0 0.2 0.1 0.047
C -13.6107 3.7597 13.1994 -0.2 0.7 -0.2 -0.018
C -13.2117 2.3612 13.1531 0.2 -1.4 -0.1 -0.331
N -14.0581 1.3187 13.0605 2.5 -0.6 -0.2 0.037
C -13.2117 0.1821 12.8058 -0.8 0.6 0.0 -0.061
C -11.9144 0.5575 12.7733 -0.2 0.9 0.6 -0.014
N -11.9190 1.9609 13.0545 0.5 -1.7 -1.0 0.011
C -10.7017 2.7612 13.1206 -0.1 1.2 0.2 -0.070
N -9.8694 2.7310 11.9285 0.6 0.4 -1.0 -0.051
N -8.4885 2.8511 12.0921 -0.5 -1.1 -2.8 0.074
N -7.9409 2.8842 10.8828 -0.8 0.6 2.6 0.072
C -8.9380 2.9435 9.9480 -0.5 0.3 -0.3 -0.248
C -8.8424 3.0820 8.5473 0.5 -0.3 0.7 -0.008
C -9.9999 3.1256 7.8053 0.3 -0.1 -0.4 -0.085
C -11.2392 3.0616 8.4489 -0.7 0.1 0.7 -0.073
C -11.3444 2.9545 9.8320 -1.6 -0.2 -0.2 -0.019
C -10.1891 2.9023 10.5740 1.5 -0.6 1.3 -0.165
H -14.5809 3.8086 12.7231 -0.3 0.3 0.2 0.065
H -12.9272 4.3896 12.6204 0.0 -0.1 0.2 0.088
H -13.6829 4.1300 14.2157 -0.1 0.2 0.2 0.096
H -13.6355 -0.8115 12.6469 0.1 0.5 0.2 0.131
H -10.9930 -0.0173 12.6221 -0.6 0.5 0.1 0.141
H -10.0550 2.4724 13.9674 -0.4 -0.1 -0.4 0.117
H -10.9943 3.8120 13.2741 -0.1 -0.4 0.2 0.137
H -7.8336 3.1161 8.1563 -0.2 0.0 -0.4 0.115
H -9.9816 3.1535 6.7100 0.1 0.2 0.5 0.113
H -12.1548 3.1149 7.8588 0.3 -0.1 0.2 0.112
H -12.3148 2.8568 10.3425 0.4 0.2 -0.5 0.115
```
Positions in Å, forces in eV/Å.



3.
Entry from OMol25: 7 unconnected molecules or ions with the total composition C5H26N3O6 in a non-equilibrium geometry (ωB97M-V with the def2-TZVPD basis set).

Calculated values
- LUMO (Ha) = -0.096
- energy above the lowest of the compared OMol25 structures with the same formula, charge and spin (kcal per mole) = 57.8
- E_tot (hartree) = -821.55150
- max |F| (eV/A) = 6.3
- charge = +1
- Kohn-Sham gap (Eh) = 0.391

Structure (XYZ):
```
40
Properties=species:S:1:pos:R:3:forces:R:3:lowdin_charge:R:1
C 1.4436 3.2399 1.0359 0.4 -2.3 0.3 -0.118
C 0.0644 2.9621 0.4435 -1.8 1.0 0.8 -0.323
C 0.0741 2.1824 -0.8208 -2.0 -0.2 -5.0 -0.219
C 1.0234 0.9844 -1.0705 -1.8 -0.3 3.5 -0.113
N 0.9668 0.1950 0.2273 0.9 -3.0 -0.3 0.104
C 1.1522 -1.1855 0.3024 -0.5 2.3 0.3 -0.360
N 0.9331 -1.8420 1.4691 1.2 -1.3 -5.5 0.221
N 1.4804 -1.9172 -0.7649 0.4 -1.9 1.5 0.226
H 1.3195 4.1924 1.6546 1.1 -1.9 -0.2 0.110
H 2.2113 3.3232 0.2564 -0.5 1.1 -0.3 0.074
H 1.8554 2.1748 1.3707 -0.7 3.0 0.8 0.080
H -0.2991 4.0151 0.2354 -0.2 -1.4 -0.1 0.124
H -0.7944 2.4958 1.0472 1.6 0.7 0.3 0.125
H -0.9872 1.7902 -1.2385 2.1 1.1 1.5 0.147
H 0.3390 3.0096 -1.5471 0.0 -1.3 0.0 0.128
H 1.9642 1.3267 -1.3380 2.3 0.5 0.1 0.098
H 0.7736 0.2139 -1.7547 -1.0 0.3 -1.2 0.051
H 0.7012 0.6325 1.1051 0.3 0.0 -0.3 0.083
H 0.7487 -1.4729 2.2857 -1.0 3.1 4.8 0.045
H 1.0784 -2.8210 1.4844 0.1 -1.2 -0.3 0.064
H 1.5966 -1.5431 -1.6677 0.0 0.7 -1.2 0.072
H 1.6887 -2.9465 -0.6714 -0.6 1.8 0.0 0.149
H -1.3929 -1.5800 0.4507 -1.0 0.5 0.6 0.044
H -2.0771 -0.7739 1.6694 -0.2 -1.1 -1.9 0.098
O -2.2543 -1.2426 0.7916 1.1 0.5 1.5 -0.070
H 0.5221 -0.2725 -4.1469 -0.1 -1.4 1.0 0.098
H -0.4383 -0.7821 -3.0888 -1.3 0.0 0.5 -0.019
O 0.3932 -1.0122 -3.4833 1.2 1.2 -1.5 -0.073
H 0.5444 1.6239 3.1911 1.5 -0.6 0.1 0.081
H 2.0788 1.4974 3.5834 -0.6 -0.1 -0.2 0.074
O 1.3603 1.0611 3.0927 -1.2 0.2 0.6 -0.094
H -2.9588 -0.6375 -1.5959 -0.7 -0.3 0.6 -0.034
H -2.8153 0.2177 -2.8131 1.6 -1.2 1.6 0.115
O -2.2496 -0.2965 -2.1295 -0.4 1.7 -2.8 -0.091
H 0.5243 -5.2027 1.4566 -0.4 0.0 -0.3 0.074
H 1.9578 -4.9370 1.3092 1.3 -0.3 0.2 0.049
O 1.1381 -4.7051 0.9038 -0.7 0.3 0.1 -0.028
H -5.3347 -0.7525 -0.5743 1.0 0.2 0.0 0.096
H -3.9070 -0.8241 -0.0464 3.0 -2.8 4.0 -0.080
O -4.4251 -0.3913 -0.6147 -4.4 2.5 -3.7 -0.009
```
Positions in Å, forces in eV/Å.



4.
Entry from OMol25: C19H27N3S in the gas phase (ωB97M-V with the def2-TZVPD basis set).

Calculated values
- LUMO (Ha) = 0.026
- structure (SMILES) = Cc1ccc(C)c(N2CN(CCC3=CCCCC3)CNC2=S)c1
- energy above the lowest of the compared OMol25 structures with the same formula, charge and spin (kcal per mole) = 0.0
- E_tot (hartree) = -1302.66427
- max |F| (eV/A) = 0.8
- Kohn-Sham gap (Eh) = 0.314

Structure (XYZ):
```
50
Properties=species:S:1:pos:R:3:forces:R:3:lowdin_charge:R:1
C -4.2217 -2.7477 1.4413 0.0 0.0 0.1 -0.052
C -4.0274 -1.3738 0.8758 0.0 0.0 -0.1 -0.273
C -5.0497 -0.4341 0.9137 0.1 0.0 0.0 -0.041
C -4.8582 0.8388 0.4124 0.1 0.0 0.0 -0.030
C -3.6467 1.2259 -0.1454 0.1 -0.1 -0.1 -0.226
C -3.4543 2.6086 -0.6811 0.0 0.1 0.1 -0.052
C -2.6170 0.2855 -0.1685 -0.4 0.0 0.2 -0.229
N -1.3554 0.6055 -0.7403 0.2 -0.1 -0.1 -0.043
C -0.9774 -0.0258 -2.0018 0.0 -0.1 -0.6 -0.125
N 0.4305 -0.2589 -2.1090 -0.1 0.1 0.0 -0.133
C 0.9712 -1.4441 -1.4681 0.1 -0.1 0.2 -0.159
C 1.2794 -1.3974 0.0427 0.0 0.1 -0.1 -0.122
C 2.5246 -0.6417 0.4301 0.0 -0.2 0.0 -0.264
C 2.4874 0.3682 1.2908 0.0 0.1 0.1 -0.078
C 3.6882 1.1279 1.7654 0.2 -0.1 0.1 -0.185
C 4.9862 0.3849 1.4661 0.0 0.3 -0.2 -0.204
C 4.9545 -0.1399 0.0361 0.1 -0.3 0.2 -0.199
C 3.8310 -1.1618 -0.1122 0.1 0.2 -0.1 -0.160
C 1.1432 0.9744 -1.9324 0.0 0.2 -0.6 -0.158
N 0.6660 1.7249 -0.7792 -0.1 -0.2 -0.1 0.044
C -0.4905 1.4416 -0.1341 0.2 0.3 0.1 -0.832
S -0.7810 2.1061 1.3574 0.0 0.3 0.7 0.673
C -2.8120 -0.9960 0.3274 -0.1 0.1 0.0 0.023
H -5.2447 -3.0859 1.2921 0.0 -0.1 0.0 0.076
H -4.0242 -2.7378 2.5136 0.0 -0.1 0.1 0.085
H -3.5421 -3.4604 0.9798 0.0 -0.1 0.0 0.074
H -6.0048 -0.7033 1.3411 -0.1 0.0 0.0 0.111
H -5.6679 1.5533 0.4495 -0.1 0.1 0.0 0.112
H -2.8867 2.5952 -1.6104 0.0 0.1 -0.1 0.080
H -4.4129 3.0901 -0.8558 -0.1 0.0 -0.1 0.078
H -2.8945 3.2038 0.0412 0.0 0.1 0.0 0.045
H -1.5268 -0.9656 -2.0929 0.1 0.1 0.0 0.135
H -1.2724 0.6326 -2.8350 0.0 -0.1 0.1 0.139
H 0.2508 -2.2450 -1.6522 0.1 0.0 0.0 0.118
H 1.8834 -1.6996 -2.0159 -0.1 -0.1 0.1 0.108
H 1.4029 -2.4367 0.3648 0.0 -0.1 0.0 0.123
H 0.4257 -0.9839 0.5820 0.0 -0.1 0.1 0.101
H 1.5436 0.7007 1.7015 -0.2 0.0 -0.1 0.057
H 3.5937 1.3114 2.8382 0.0 0.1 0.0 0.113
H 3.7036 2.1103 1.2786 0.0 0.1 0.1 0.113
H 5.8411 1.0478 1.6123 0.0 0.0 0.1 0.107
H 5.0909 -0.4572 2.1531 0.0 0.0 0.1 0.117
H 5.9099 -0.6003 -0.2240 0.0 0.1 -0.1 0.108
H 4.7865 0.6941 -0.6504 0.0 0.0 -0.1 0.113
H 3.7304 -1.4448 -1.1628 0.0 -0.1 0.0 0.101
H 4.0926 -2.0729 0.4374 0.0 -0.1 -0.1 0.126
H 2.2088 0.7690 -1.8133 0.0 0.0 0.0 0.128
H 0.9981 1.5882 -2.8369 0.1 -0.1 0.2 0.127
H 1.3383 2.2282 -0.2205 -0.1 0.0 0.0 0.106
H -1.9939 -1.7027 0.2979 0.1 -0.1 0.0 0.118
```
Positions in Å, forces in eV/Å.